ORCA calculation (wB97M-V/def2-TZVPD) on a 7-piece molecular cluster, C44H105N7O10 overall.

```
166
Properties=species:S:1:pos:R:3
C -3.68 2.48 -2.71
C -2.25 2.77 -3.16
C -2.30 3.49 -4.54
C -1.60 3.72 -2.11
C -1.17 2.95 -0.83
C -0.27 1.79 -1.25
C -0.91 0.77 -2.25
C 0.21 -0.06 -2.86
C -1.97 -0.01 -1.53
N -1.36 1.63 -3.37
O -1.99 0.74 -4.39
H -3.74 2.27 -1.66
H -4.34 3.33 -2.94
H -4.04 1.59 -3.31
H -1.31 3.40 -5.01
H -3.03 3.03 -5.23
H -2.44 4.56 -4.53
H -0.78 4.24 -2.48
H -2.41 4.49 -1.93
H -0.72 3.69 -0.16
H -1.99 2.55 -0.26
H 0.13 1.33 -0.31
H 0.67 2.25 -1.78
H -0.28 -0.87 -3.49
H 0.92 -0.39 -2.12
H 0.67 0.62 -3.50
H -2.57 0.69 -1.02
H -1.62 -0.76 -0.81
H -2.48 -0.52 -2.33
H -1.46 0.96 -5.16
C 2.51 -5.76 4.80
C 2.47 -4.26 4.84
C 1.55 -3.75 5.92
C 3.87 -3.59 5.11
C 4.86 -3.75 3.94
C 4.27 -3.00 2.73
C 2.86 -3.58 2.37
C 2.30 -2.49 1.41
C 3.00 -4.93 1.56
N 2.01 -3.52 3.63
O 0.78 -4.12 3.21
H 1.54 -6.22 4.63
H 3.23 -6.07 4.04
H 2.92 -6.12 5.75
H 0.56 -3.84 5.61
H 1.67 -4.30 6.83
H 1.69 -2.67 6.16
H 3.62 -2.53 5.24
H 4.35 -3.97 6.02
H 5.79 -3.26 4.27
H 5.12 -4.77 3.78
H 4.87 -3.17 1.76
H 4.22 -1.92 2.94
H 2.92 -2.33 0.48
H 2.02 -1.52 1.84
H 1.34 -2.87 1.10
H 2.04 -5.34 1.36
H 3.67 -5.73 2.16
H 3.38 -4.71 0.60
H 0.09 -3.50 3.52
C -4.91 3.02 1.64
O -5.17 2.49 0.34
C -6.18 1.46 0.27
C -6.35 1.20 -1.25
C -7.00 2.40 -2.01
N -7.22 0.00 -1.35
H -4.89 2.21 2.44
H -5.69 3.73 1.84
H -3.91 3.40 1.54
H -5.93 0.54 0.65
H -7.16 1.75 0.63
H -5.29 1.01 -1.62
H -6.57 3.34 -1.64
H -8.04 2.52 -1.66
H -6.83 2.24 -3.06
H -7.60 0.01 -2.29
H -6.66 -0.90 -1.37
C -2.38 -3.57 4.80
O -1.71 -2.91 3.69
C -2.36 -1.72 3.35
C -1.31 -0.90 2.51
C -1.88 0.55 2.34
N -1.05 -1.55 1.23
H -1.78 -4.46 5.02
H -3.42 -3.78 4.55
H -2.34 -2.92 5.72
H -3.34 -1.98 2.82
H -2.56 -1.09 4.31
H -0.44 -0.86 3.13
H -2.97 0.53 2.11
H -1.47 1.09 1.44
H -1.78 1.22 3.20
H -0.72 -2.50 1.38
H -0.34 -1.04 0.76
C 1.17 -3.03 -7.24
O 0.21 -3.24 -6.31
C -1.06 -2.68 -6.54
C -1.81 -2.97 -5.30
N -3.08 -2.34 -5.27
C -3.88 -2.82 -4.04
C -4.93 -1.78 -3.64
O -6.04 -1.68 -4.48
C -5.98 -0.61 -5.46
H 1.14 -3.67 -8.13
H 2.18 -3.11 -6.85
H 1.22 -1.96 -7.65
H -1.52 -3.14 -7.44
H -0.99 -1.61 -6.76
H -1.21 -2.72 -4.42
H -2.19 -3.99 -5.32
H -2.96 -1.34 -5.08
H -3.38 -3.06 -3.09
H -4.35 -3.74 -4.28
H -4.38 -0.79 -3.57
H -5.30 -2.17 -2.69
H -5.87 0.39 -5.02
H -6.90 -0.65 -5.95
H -5.18 -0.91 -6.13
C 4.42 0.20 0.53
O 3.91 -0.28 -0.68
C 4.74 -0.03 -1.84
C 4.81 1.53 -2.18
N 3.69 1.80 -3.07
C 3.64 3.15 -3.68
C 2.54 3.28 -4.73
O 2.63 4.53 -5.35
C 1.59 5.38 -5.24
H 3.54 0.27 1.15
H 4.71 1.18 0.34
H 5.20 -0.44 0.94
H 4.16 -0.45 -2.66
H 5.75 -0.53 -1.77
H 5.70 1.68 -2.76
H 4.91 2.05 -1.20
H 2.77 1.74 -2.61
H 4.55 3.41 -4.21
H 3.47 3.85 -2.89
H 1.55 3.26 -4.28
H 2.65 2.57 -5.49
H 1.22 5.41 -4.17
H 0.69 5.23 -5.77
H 1.92 6.38 -5.50
C -0.30 1.88 6.92
O 1.10 1.72 6.77
C 1.31 0.94 5.57
C 2.77 0.79 5.26
N 3.24 2.14 4.82
C 4.66 2.17 4.81
C 5.14 3.58 4.80
O 5.34 4.17 3.55
C 6.56 3.95 2.95
H -0.72 0.92 6.70
H -0.67 2.63 6.24
H -0.48 2.20 7.97
H 0.84 1.39 4.69
H 0.80 -0.07 5.62
H 2.95 -0.01 4.57
H 3.39 0.54 6.16
H 2.93 2.80 5.52
H 5.14 1.52 4.04
H 5.04 1.79 5.79
H 6.09 3.71 5.34
H 4.45 4.23 5.32
H 7.34 4.42 3.57
H 6.52 4.56 2.02
H 6.72 2.89 2.73
```

Values from the calculation:
**SMILES**: CC1(C)CCCC(C)(C)N1O.CC1(C)CCCC(C)(C)N1O.COC[C@H](C)N.COC[C@H](C)N.COCCNCCOC.COCCNCCOC.COCCNCCOC
**Lowest unoccupied orbital energy**: 0.5 eV
**Highest occupied orbital energy**: -8.83 eV
**Energy above the lowest of the compared OMol25 structures with the same formula, charge and spin**: 0.0 kJ/mol
**Gap between HOMO and LUMO**: 9.30 eV
**Net charge**: 0
**Electronic energy**: -78225.6658 eV


ORCA calculation (wB97M-V/def2-TZVPD) on a 10-piece molecular cluster, C44H108O16 overall.

```
168
Properties=species:S:1:pos:R:3
C 1.19 2.39 -6.03
C -0.08 2.12 -5.28
C -1.36 2.40 -6.05
C -2.63 2.11 -5.29
C -3.78 1.58 -6.14
C -3.52 0.12 -6.53
H 1.16 1.81 -6.98
H 2.04 2.04 -5.42
H 1.31 3.42 -6.26
H -0.15 1.06 -4.99
H -0.09 2.72 -4.34
H -1.33 1.80 -6.92
H -1.44 3.38 -6.39
H -2.44 1.43 -4.47
H -2.95 2.94 -4.64
H -4.71 1.69 -5.57
H -4.00 2.12 -7.05
H -3.33 -0.43 -5.61
H -4.32 -0.32 -7.08
H -2.71 -0.04 -7.21
C 3.08 3.60 -3.25
C 2.32 4.19 -2.07
C 0.87 4.32 -2.25
C 0.49 5.46 -3.23
C -1.03 5.73 -3.29
C -1.27 6.85 -4.34
H 4.14 3.75 -3.12
H 2.76 4.07 -4.15
H 2.91 2.52 -3.38
H 2.37 3.72 -1.09
H 2.74 5.18 -1.86
H 0.42 4.66 -1.28
H 0.38 3.36 -2.50
H 1.03 6.35 -2.92
H 0.76 5.32 -4.26
H -1.61 4.81 -3.47
H -1.41 6.11 -2.33
H -0.74 7.72 -4.04
H -0.89 6.62 -5.41
H -2.30 7.10 -4.45
C -0.18 -4.73 -0.28
O 0.39 -3.46 0.14
C 1.21 -3.57 1.24
C 0.51 -3.58 2.60
O -0.11 -4.84 2.92
C -0.28 -4.91 4.32
H -1.11 -4.62 -0.80
H -0.23 -5.37 0.56
H 0.47 -5.18 -0.98
H 1.92 -2.75 1.18
H 1.81 -4.51 1.16
H -0.23 -2.72 2.64
H 1.32 -3.43 3.39
H 0.73 -4.93 4.78
H -0.79 -5.87 4.44
H -0.95 -4.09 4.65
C -1.49 3.99 4.55
O -1.01 3.05 5.51
C -0.30 3.64 6.64
C 1.15 4.08 6.27
O 1.65 3.35 5.09
C 2.72 3.88 4.43
H -0.66 4.40 3.99
H -2.06 4.79 4.96
H -2.18 3.39 3.94
H -0.36 2.84 7.37
H -0.81 4.44 7.15
H 1.78 4.05 7.11
H 1.08 5.13 5.98
H 3.65 4.10 5.01
H 2.63 4.87 3.98
H 2.99 3.13 3.65
C 2.99 -2.09 -2.47
O 3.13 -0.76 -1.93
C 4.34 -0.15 -2.14
C 5.46 -0.64 -1.25
O 5.15 -0.47 0.13
C 5.33 -1.71 0.85
H 2.01 -2.11 -2.99
H 2.90 -2.78 -1.66
H 3.86 -2.34 -3.13
H 4.11 0.94 -1.95
H 4.63 -0.32 -3.19
H 6.33 -0.02 -1.64
H 5.73 -1.68 -1.47
H 4.80 -2.52 0.31
H 4.89 -1.54 1.85
H 6.39 -2.04 1.01
C 4.26 -4.33 -5.87
O 4.96 -4.32 -4.64
C 5.90 -5.35 -4.46
C 6.07 -5.78 -3.05
O 6.80 -4.77 -2.36
C 6.72 -5.01 -0.95
H 3.83 -5.38 -6.03
H 4.95 -4.19 -6.73
H 3.52 -3.51 -5.88
H 6.87 -5.02 -4.80
H 5.70 -6.26 -5.07
H 6.58 -6.73 -2.97
H 5.12 -6.00 -2.55
H 7.38 -4.31 -0.41
H 6.99 -6.07 -0.77
H 5.75 -4.93 -0.51
C -1.29 -0.03 3.05
O -2.34 -0.66 3.78
C -2.24 -0.35 5.12
C -3.18 -1.18 5.96
O -2.89 -2.56 6.03
C -3.96 -3.23 6.71
H -0.29 -0.31 3.36
H -1.42 1.13 3.18
H -1.39 -0.21 2.02
H -2.36 0.75 5.33
H -1.17 -0.63 5.36
H -4.21 -1.11 5.46
H -3.22 -0.73 6.99
H -3.99 -2.83 7.72
H -3.67 -4.27 6.72
H -4.84 -3.08 6.16
C -6.11 0.03 2.89
O -5.68 0.87 1.87
C -4.52 1.59 2.24
C -4.30 2.63 1.13
O -2.97 3.13 1.37
C -2.06 3.06 0.26
H -5.31 -0.64 3.22
H -6.94 -0.57 2.54
H -6.48 0.43 3.82
H -3.61 0.97 2.26
H -4.58 2.18 3.16
H -5.10 3.39 1.17
H -4.21 2.16 0.10
H -2.31 3.64 -0.59
H -1.86 2.03 -0.05
H -1.07 3.52 0.57
C 2.17 0.13 3.78
O 1.69 -0.03 2.45
C 1.40 1.21 1.83
C 1.15 0.95 0.32
O -0.04 0.27 0.15
C -0.04 -0.43 -1.10
H 3.23 0.48 3.78
H 1.97 -0.78 4.26
H 1.63 0.94 4.34
H 2.19 1.94 1.97
H 0.54 1.75 2.28
H 1.87 0.35 -0.22
H 1.19 1.98 -0.11
H -0.16 0.29 -1.98
H -0.94 -1.03 -1.11
H 0.91 -0.98 -1.19
C -4.23 -1.77 -1.54
O -4.07 -2.65 -0.39
C -3.61 -1.96 0.80
C -3.54 -2.91 1.98
O -4.82 -3.22 2.52
C -5.36 -4.40 2.04
H -3.31 -1.42 -1.91
H -4.84 -0.97 -1.12
H -4.75 -2.28 -2.35
H -4.16 -1.05 0.86
H -2.60 -1.59 0.54
H -3.04 -2.30 2.75
H -2.94 -3.80 1.78
H -6.30 -4.45 2.54
H -4.73 -5.26 2.30
H -5.48 -4.31 0.90
```

Values from the calculation:
**SMILES**: CCCCCC.CCCCCC.COCCOC.COCCOC.COCCOC.COCCOC.COCCOC.COCCOC.COCCOC.COCCOC
**Lowest unoccupied orbital energy**: 0.7 eV
**Highest occupied orbital energy**: -8.83 eV
**Gap between HOMO and LUMO**: 9.51 eV
**Net charge**: 0
**Electronic energy**: -80126.8438 eV